DFT (wB97M-V/def2-TZVPD) results for the ion C5H8I2NO with charge -1.

Calculated values
Orbital gap (hartree): 0.1989
E_LUMO (eV): 2.650
Energy above the lowest of the compared OMol25 structures with the same formula, charge and spin (kJ/mol): 46.4
Maximum force (Eh/bohr): 0.0673

Geometry as ORCA input:
```
! RIJCOSX wB97M-V def2-TZVPD def2/J DEFGRID3
* xyz -1 1
O 0.757 0.275 2.557
C -0.302 0.402 2.169
I -1.455 2.286 2.623
C -1.115 -0.652 1.262
N -0.297 -1.475 0.498
C -0.327 -1.150 -0.907
C 1.012 -0.418 -1.305
C 0.956 1.069 -0.840
I 1.260 2.505 -2.416
H -1.821 -0.029 0.668
H -1.745 -1.218 1.989
H -0.327 -2.074 -1.527
H -1.210 -0.549 -1.222
H 1.794 -0.909 -0.714
H 1.228 -0.514 -2.381
H -0.054 1.249 -0.452
H 1.647 1.204 -0.003
*
```